C17H24N4O4 | the ωB97M-V functional and the def2-TZVPD basis

Results
Structure (SMILES) ... COc1cc(/C=N/NC(=O)CCN2CCN(C)CC2)cc2c1OCO2
Kohn-Sham gap ... 7.818 eV
ΔE to the lowest compared entry with this formula, charge and spin ... 84.7 kcal per mole
Molar mass ... 348.403 g mol⁻¹
HOMO level ... -7.508 eV

Last column: Löwdin charge in e.
Cartesian coordinates (Å):
C  1.1333  2.2348  2.9682  -0.076
H  1.4923  2.3262  3.9918  0.096
O  -0.0246  3.0337  2.9026  -0.051
C  -0.6903  3.0933  1.7218  -0.188
C  -1.8444  3.8678  1.6579  -0.119
C  -2.5863  3.9774  0.4854  -0.194
C  -2.2318  3.3324  -0.6735  0.045
C  -1.0708  2.5504  -0.6288  -0.206
C  -0.3241  2.4419  0.5477  0.036
H  0.5591  1.8277  0.5102  0.097
C  -0.6484  1.8401  -1.8141  -0.089
N  0.4127  1.1329  -1.8190  0.039
N  0.7706  0.4684  -2.9223  0.051
C  1.8844  -0.3289  -2.9972  -0.493
O  2.1643  -0.8590  -4.0507  0.061
C  2.6987  -0.4318  -1.7324  -0.076
H  3.5796  -1.0351  -1.9506  0.126
H  3.0057  0.5811  -1.4664  0.118
C  1.9622  -1.0363  -0.5232  -0.203
N  1.8911  -2.4811  -0.6062  -0.164
C  0.8979  -2.9925  -1.5386  -0.150
C  -0.5383  -2.8802  -1.0000  -0.171
N  -0.7124  -3.5110  0.3002  -0.224
C  -0.8133  -4.9535  0.2441  -0.103
H  -1.6506  -5.2157  -0.4022  0.084
H  -1.0242  -5.3244  1.2468  0.083
H  0.0850  -5.4626  -0.1313  0.077
C  0.2966  -3.0254  1.2280  -0.178
C  1.7290  -3.1429  0.6781  -0.173
H  2.4416  -2.7231  1.3915  0.114
H  1.9802  -4.1982  0.5332  0.114
H  0.2062  -3.5779  2.1654  0.115
H  0.0710  -1.9722  1.4290  0.113
H  -1.2383  -3.3314  -1.7055  0.118
H  -0.8082  -1.8245  -0.8846  0.111
H  0.9882  -2.4643  -2.4861  0.103
H  1.1393  -4.0442  -1.7207  0.121
H  2.5497  -0.7965  0.3675  0.120
H  0.9823  -0.5492  -0.4242  0.088
H  0.2082  0.5496  -3.7747  0.163
H  -1.2827  1.9295  -2.7032  0.128
H  -2.8207  3.4281  -1.5695  0.122
O  -3.6612  4.7954  0.7075  0.039
C  -3.5725  5.1974  2.0582  -0.152
O  -2.4315  4.6117  2.6462  0.054
H  -4.4756  4.8722  2.5995  0.141
H  -3.4937  6.2953  2.1116  0.141
H  0.9089  1.1851  2.7541  0.093
H  1.9057  2.5898  2.2789  0.099

***

C4H22N2O8 | the ωB97M-V functional and the def2-TZVPD basis

Results
Structure (SMILES) ... C[C@H](N)C(=O)NCO.O.O.O.O.O.O
Kohn-Sham gap ... 9.914 eV
ΔE to the lowest compared entry with this formula, charge and spin ... 96.6 kcal per mole
Molar mass ... 226.226 g mol⁻¹
HOMO level ... -9.700 eV

Last column: Löwdin charge in e.
Cartesian coordinates (Å):
O  1.5627  0.4287  -0.2649  -0.023
C  0.4159  0.0265  0.0476  -0.390
N  -0.6189  0.6932  -0.5994  0.135
C  -1.9898  0.7001  -0.2807  -0.277
O  -2.6687  1.9238  -0.3500  -0.033
C  0.0618  -1.3114  0.5748  -0.403
C  1.1022  -1.5129  1.6680  -0.037
N  0.0562  -2.2965  -0.4078  0.091
H  -0.2901  1.4578  -1.1408  0.139
H  -2.6090  0.2774  -1.1432  0.160
H  -2.2078  0.2970  0.7019  0.085
H  -2.4730  2.6947  0.1650  0.079
H  -0.9242  -1.1425  1.0736  0.147
H  2.1973  -1.5631  1.2134  0.117
H  1.0613  -0.5616  2.2688  0.095
H  0.9562  -2.3660  2.2769  0.060
H  -0.3758  -3.1004  -0.2132  0.055
H  1.0287  -2.4540  -0.8548  0.138
H  -1.0895  -2.2770  -3.5123  -0.083
H  -0.9484  -1.9768  -1.8907  -0.049
O  -1.3308  -2.1913  -2.7098  0.021
H  2.0321  -0.4436  -3.5810  -0.066
H  1.0878  0.6458  -3.0883  -0.030
O  1.3408  0.0450  -3.6978  0.080
H  -0.0233  2.2109  2.0650  -0.019
H  -0.1269  2.7307  3.4527  0.089
O  -0.5891  2.0851  2.8322  -0.090
H  -2.1329  0.8305  3.2906  0.019
H  -2.6700  -0.5125  3.0213  0.060
O  -2.8206  0.4185  2.7292  -0.085
H  3.9503  -1.7631  -1.5253  0.009
H  3.0417  -0.9308  -0.8841  0.076
O  3.1183  -1.9299  -1.1392  -0.076
H  1.7917  1.8868  0.7218  0.069
H  1.9300  3.2844  0.9578  0.041
O  1.7864  2.5433  1.5524  -0.106

***

C22H13Cl3GeN6NiO4S2 | the ωB97M-V functional and the def2-TZVPD basis

Results
Kohn-Sham gap (alpha / beta) ... 5.717 / 7.757 eV
Charge ... +1
ΔE to the lowest compared entry with this formula, charge and spin ... 13.0 kcal per mole
Molar mass ... 727.180 g mol⁻¹
HOMO level (alpha / beta) ... -9.873 / -12.353 eV
Multiplicity ... 4

Last column: Mulliken spin population.
Cartesian coordinates (Å):
Ni  0.7220  -0.0164  0.4431  1.794
S  6.2420  -4.9301  -0.2598  0.000
N  6.3049  -3.3516  0.0320  0.000
C  5.0570  -2.9275  -0.0032  0.000
C  4.6273  -1.5535  0.2023  -0.003
C  5.4951  -0.4892  0.4668  -0.003
C  4.9736  0.7741  0.6278  0.005
C  3.5981  0.9545  0.5197  0.000
N  2.7695  -0.0510  0.2753  0.038
C  3.2675  -1.2924  0.1299  0.004
C  2.2930  -2.3583  -0.1031  -0.018
N  0.9958  -1.9991  -0.0860  0.074
C  0.0647  -2.9085  -0.3385  0.001
C  0.3795  -4.2377  -0.6041  0.003
C  1.7000  -4.6253  -0.5869  -0.001
C  2.6877  -3.6686  -0.3307  0.003
C  4.1126  -3.9569  -0.2738  0.000
N  4.6588  -5.1447  -0.4382  0.000
H  6.5593  -0.6800  0.5454  0.000
H  5.6091  1.6237  0.8397  0.000
H  3.1525  1.9347  0.6404  0.001
H  -0.9639  -2.5679  -0.3323  0.004
H  -0.4131  -4.9432  -0.8133  0.000
H  1.9973  -5.6517  -0.7712  0.000
Cl  -2.6834  2.0963  -2.0316  0.147
Ge  -3.5892  0.9165  -0.3614  0.576
Cl  -3.2595  2.3090  1.3043  0.063
Cl  -5.7443  0.9161  -0.6771  0.133
O  -3.1985  -0.8505  1.2787  0.057
C  -1.9726  -0.7544  1.3139  0.011
O  -1.2719  -0.0771  0.4658  0.047
C  -1.2023  -1.4273  2.4150  -0.003
C  -1.6630  -2.5698  3.0504  -0.001
C  -0.8566  -3.2140  3.9787  0.007
C  0.4091  -2.7226  4.2784  -0.004
C  0.8368  -1.5693  3.6547  -0.001
C  0.0352  -0.9139  2.7360  0.000
N  2.1790  -1.0359  3.9777  0.000
O  2.5948  -0.1201  3.2814  -0.001
O  2.8356  -1.6250  4.8035  0.001
H  -2.6495  -2.9458  2.8032  0.002
H  -1.2130  -4.1067  4.4770  0.000
H  1.0561  -3.2113  4.9934  0.000
H  0.3176  0.0749  2.3760  0.009
S  -0.4177  4.3223  0.2021  0.004
C  0.3373  3.7858  -1.2281  -0.002
C  0.7953  2.5263  -1.0633  0.010
N  0.5625  1.9967  0.1964  0.041
C  -0.0812  2.8531  0.9572  -0.003
H  0.3850  4.4047  -2.1127  0.002
H  1.3092  1.9397  -1.8116  0.003
H  -0.3956  2.6454  1.9718  0.002